(1)
Density functional theory data (ωB97M-V with the def2-TZVPD basis set) for a 13-piece molecular cluster, C6H35NO13 overall at a distorted geometry.

Structure (XYZ):
```
55
Properties=species:S:1:pos:R:3:forces:R:3
O 0.069990 -2.988877 0.618875 -0.1752 -1.0028 -0.3308
C 0.829829 -2.145555 1.022054 -0.0936 1.0802 0.0996
C 0.523989 -0.669442 0.763888 3.3010 0.2789 0.6346
C 1.052202 -0.296789 -0.640065 0.5598 -2.1513 -1.2100
C 0.289215 0.803942 -1.267665 -0.4023 -0.3856 -1.1314
C -0.141747 0.778288 -2.536037 0.0460 -0.1235 0.3170
C -0.876966 1.893271 -3.194835 0.0340 0.5455 -0.8187
N 1.164257 0.212950 1.796534 -0.1982 -0.0680 0.1598
H 1.776109 -2.400464 1.534997 -0.1532 0.1092 -0.2415
H -0.508327 -0.501848 0.769750 -1.6456 -0.0487 0.1621
H 0.961384 -1.239227 -1.315576 0.1451 1.6395 1.0015
H 2.135567 -0.046373 -0.664943 -0.6085 -0.2017 0.4908
H 0.078273 1.628048 -0.618322 -0.1838 0.6077 -0.0516
H 0.003898 -0.110530 -3.164731 0.1805 0.3029 0.4653
H -0.252786 2.323199 -4.029620 -0.7527 -0.4000 0.6256
H -1.855926 1.579780 -3.603274 0.5382 -0.0826 -0.0646
H -1.098445 2.700958 -2.507511 0.1264 0.2518 0.2564
H 0.947426 -0.175377 2.739647 0.2285 0.3370 -0.9941
H 2.193575 0.166299 1.680432 -0.7298 -0.2235 0.0851
H -4.075540 1.984954 -1.680502 -0.0223 0.9730 -0.6036
H -3.903461 0.585769 -1.227244 -0.5112 0.4185 0.5650
O -4.291230 1.457669 -0.924512 0.1758 -1.1428 -0.0961
H -1.692039 1.648083 1.037395 0.6005 0.7304 0.1213
H -3.109906 1.430487 0.398901 0.0516 -0.0730 0.0319
O -2.357456 0.986920 0.849011 -0.7453 -0.3236 -0.0666
H -0.105644 -2.285284 4.071805 -0.1127 0.0026 -0.0019
H -0.945209 -1.415514 3.083964 -0.7411 0.0503 0.1511
O -0.049681 -1.750647 3.276181 0.5970 -0.2140 0.4434
H 1.167199 3.098669 0.568122 -0.0951 0.4211 -0.0980
H 2.343224 2.243917 0.834982 0.3341 -0.0572 0.0800
O 2.120982 3.069231 0.388843 0.1853 -0.0886 0.1116
H -2.235631 -0.112899 -0.576115 0.0227 0.1297 -0.0953
H -2.931596 -1.439507 -0.661018 -0.3032 -0.6695 0.3260
O -2.726400 -0.675796 -1.206329 0.0507 0.4906 -0.4283
H -2.709945 -1.628470 2.001414 -0.2792 -0.4961 -0.5485
H -2.544180 -0.112940 2.194863 -0.1635 -0.7802 0.3112
O -2.550470 -0.978468 2.683859 0.3155 1.3340 0.5781
H 4.592850 -0.773287 1.688706 0.9344 -0.0594 0.5795
H 4.103238 -0.415229 0.262631 -0.0433 -0.1259 0.6619
O 3.807808 -0.707844 1.172890 -0.6287 0.1771 -1.1873
H -1.563660 -1.570605 -2.119394 0.1913 -0.0041 -0.4572
H -0.627472 -2.628898 -1.672137 0.3428 -0.5763 0.2917
O -0.862312 -2.161444 -2.469887 -0.3876 0.0530 -0.1066
H 2.171908 1.874431 -2.476234 -0.1295 0.0400 0.2101
H 2.625195 2.670347 -1.193832 -0.0873 -0.2218 -0.6251
O 2.942480 2.250917 -2.037464 0.2892 0.3063 0.2548
H -0.450507 3.059907 2.224409 -0.2280 0.8437 1.2589
H 0.279784 1.806182 1.684473 0.1003 -0.4412 0.1294
O -0.295391 2.579815 1.435056 0.1041 -0.5529 -0.9307
H -2.982126 -3.530212 0.621484 0.0440 0.1646 -0.0370
H -1.606850 -2.804434 0.592083 0.1599 -0.0571 -0.1169
O -2.577580 -2.653955 0.579774 -0.3259 -0.6137 0.0222
H 4.821958 -0.273247 -1.933705 -0.3556 0.7832 0.4730
H 4.085988 1.051763 -1.464304 -1.0509 1.3075 -1.1085
O 4.607102 0.314806 -1.183968 1.4944 -2.1934 0.4515
```
Forces are in eV/Å.

Energy above the lowest of the compared OMol25 structures with the same formula, charge and spin, eV: 0.000
Spin multiplicity: 1
Gap between HOMO and LUMO, eV: 9.6


(2)
Density functional theory data (ωB97M-V with the def2-TZVPD basis set) for a 12-piece molecular cluster, C6H37NO12 overall at a distorted geometry.

Structure (XYZ):
```
56
Properties=species:S:1:pos:R:3:forces:R:3
C 1.354557 0.101976 -2.948888 -1.1787 -4.6979 0.2196
N 0.245110 -0.100527 -1.793159 3.2017 5.0937 -0.8708
C 0.741237 -0.360849 -0.429480 -2.3126 -1.0533 0.5470
C 1.862675 0.606341 0.059173 1.8544 0.8384 -1.4712
C 2.303350 0.478089 1.513086 0.0038 0.5242 2.5415
O 3.343316 1.356490 1.992734 1.6075 -3.0561 -2.9242
C 1.123905 -1.820543 -0.288574 -0.0772 -0.1654 1.9486
C 0.772041 0.623030 -4.236834 0.0823 2.2918 1.6153
H 2.194248 0.720768 -2.682168 -0.0461 -0.3551 0.9203
H 1.661949 -1.078648 -3.049662 -0.1971 3.0153 0.0502
H -0.401492 0.780731 -1.772264 0.0031 -2.3823 -0.6490
H -0.215182 -0.169637 0.138840 1.1953 -0.0352 0.0966
H 2.891167 0.497570 -0.514423 -2.2271 0.0317 0.6196
H 1.418031 1.621297 -0.086252 1.2115 -0.6589 0.5317
H 2.755708 -0.442337 1.856282 -0.8815 -0.7416 -0.9195
H 1.474839 0.744194 2.170122 -0.5716 -0.6472 -0.1629
H 2.956809 2.094687 2.321542 -1.7062 3.7296 1.4398
H 1.200959 -2.005466 0.807756 0.7549 0.3311 -0.7466
H 0.381703 -2.581866 -0.490679 -0.1144 0.2034 -1.1194
H 2.054637 -1.950625 -0.803134 0.5306 -0.6680 -0.0096
H 1.524969 0.578167 -5.046832 -0.7461 0.0794 0.3974
H 0.345272 1.677900 -4.024930 1.0728 -1.3576 -0.7014
H -0.074776 0.034682 -4.336226 -1.6120 -1.2429 -1.4427
H -2.751327 -1.956971 2.420543 -1.0293 0.4491 -0.9738
H -2.201386 -0.877809 3.483411 -0.2990 0.3975 -0.2831
O -2.270592 -1.786298 3.204973 0.6751 -1.2815 1.2101
H -0.014385 4.695896 1.166396 0.1549 -1.6333 -0.2555
H 0.239475 3.534795 0.119967 -0.2907 0.6021 0.4277
O 0.066940 3.707333 1.069223 0.0299 1.1799 0.1341
H 2.544856 -2.857531 2.759743 -1.9605 -1.3108 2.2995
H 3.833424 -2.398827 2.338150 1.0134 0.1444 -0.1017
O 2.954625 -2.536329 2.007031 1.1236 0.7612 -1.9420
H -3.947398 0.147643 1.176096 -0.1954 -1.6063 -1.6110
H -3.640286 -0.921576 -0.008963 2.4970 -0.8365 -1.0298
O -4.284981 -0.521570 0.508706 -2.2696 2.5079 2.7404
H -0.935188 -3.760954 3.132963 0.4644 0.3300 0.1516
H -0.264351 -2.624951 3.824868 -0.7783 2.0070 1.6335
O -0.087197 -3.297033 3.227094 0.8241 -2.5280 -1.9567
H -1.042839 1.496126 3.793097 0.3070 -1.2600 0.9410
H -1.981435 1.080953 2.939589 -2.9558 1.0744 -3.4663
O -1.515194 0.653768 3.580777 2.8603 1.0296 2.5040
H -2.634832 1.703390 -2.453125 -0.6834 -1.5899 1.8312
H -3.671295 1.345739 -1.257231 2.1544 -0.9555 -1.1542
O -2.814913 1.009017 -1.720196 -1.2509 2.4098 -0.7636
H -3.105906 -2.386701 -2.066037 -0.0010 -1.1698 -0.0993
H -3.301395 -1.175552 -2.782933 0.0931 -1.3976 -1.2743
O -3.130560 -2.148333 -3.002018 -0.1960 2.6475 1.1814
H 3.479871 3.213485 -2.308981 0.3093 -0.2529 -0.0289
H 2.935010 1.843563 -1.758908 1.1565 -1.6484 0.3180
O 2.772911 2.748081 -1.855874 -0.2800 2.5011 -0.3914
H 1.193000 3.061480 -1.928565 -0.6472 0.1898 0.3077
H 0.423045 2.032929 -1.123102 -0.4686 2.2543 -0.6995
O 0.279558 2.934051 -1.550166 0.1763 -1.9824 0.1110
H -1.367081 -2.202081 0.269589 -1.0206 0.5048 -1.6735
H -1.490657 -1.534768 -1.206935 0.5706 0.1152 -0.2820
O -1.955179 -1.999710 -0.521834 0.0693 -0.7294 2.2851
```
Forces are in eV/Å.

Energy above the lowest of the compared OMol25 structures with the same formula, charge and spin, eV: 4.496
Spin multiplicity: 2
Charge: +1
Gap between HOMO and LUMO (alpha / beta), eV: 10.4 / 5.1